Entry 1:
Density functional theory data (wB97M-V/def2-TZVPD) for a cluster of 5 separate species, C4H18O4 in total at a distorted geometry.

Energy above the lowest of the compared OMol25 structures with the same formula, charge and spin, eV: 1.872
HOMO energy, Eh: -0.380
Structure (SMILES): CC(C)C.O.O.O.O
Kohn-Sham gap, eV: 10.77
E_LUMO, eV: 0.428
Total energy, Eh: -464.08876

Structure (ORCA input):
```
! RIJCOSX wB97M-V def2-TZVPD def2/J DEFGRID3
* xyz 0 1
C 0.87285 0.10380 -2.04779
C 1.36229 -0.72794 -0.80389
C 1.01747 -0.03068 0.48304
C 0.76970 -2.19966 -0.89609
H 0.85561 1.17628 -1.72068
H 1.46359 0.17620 -2.93456
H -0.16050 -0.08302 -2.28423
H 2.41905 -0.83406 -0.88746
H 0.61870 0.97533 0.30496
H 1.83522 0.15655 1.20655
H 0.23017 -0.55229 1.01226
H 1.33475 -3.01733 -0.47269
H -0.10814 -2.31785 -0.24433
H 0.27337 -2.33652 -1.85948
H 0.03480 -1.42207 3.35879
H -1.09413 -0.58612 3.96382
O -0.66725 -0.80504 3.12710
H 0.13767 1.71194 -4.46918
H -1.10556 1.42494 -3.90756
O -0.25771 1.76431 -3.57947
H -0.86433 3.67567 2.03961
H 0.26132 2.77036 2.68398
O -0.38214 2.85004 1.97627
H -2.71141 -1.02463 1.35333
H -2.87263 -0.43000 2.73963
O -3.26273 -0.41823 1.85805
*
```

Entry 2:
Density functional theory data (wB97M-V/def2-TZVPD) for an isolated molecule of C3H6N4O2 at a distorted geometry.

Energy above the lowest of the compared OMol25 structures with the same formula, charge and spin, eV: 3.268
HOMO energy, Eh: -0.341
Structure (SMILES): [H]/N=C(\N=C(/N)C=O)NO
Kohn-Sham gap, eV: 9.08
E_LUMO, eV: -0.201
Total energy, Eh: -487.33283

Structure (ORCA input):
```
! RIJCOSX wB97M-V def2-TZVPD def2/J DEFGRID3
* xyz 0 1
C 0.84833 0.01321 -0.09415
C 2.27955 0.03922 -0.57821
C -1.26138 0.62710 -0.15632
H 1.45354 -0.33224 1.76917
H -0.21358 -0.10846 1.66786
H 2.36283 0.14147 -1.69543
H -1.01315 2.55443 0.19178
H -2.97416 -0.36481 0.41766
H -1.51575 -2.11073 -0.85989
N 0.68285 -0.26935 1.19891
N -0.12477 0.24681 -0.93974
N -1.72281 1.75781 0.25057
N -2.16564 -0.39378 -0.15824
O 3.23965 -0.01077 0.12476
O -1.48793 -1.64514 0.00280
*
```

Entry 3:
Density functional theory data (wB97M-V/def2-TZVPD) for a cluster of 2 separate species, C9H10ClN in total at a distorted geometry.

Energy above the lowest of the compared OMol25 structures with the same formula, charge and spin, eV: 1.122
HOMO energy (alpha / beta), Eh: -0.322 / -0.322
Kohn-Sham gap (alpha / beta), eV: 9.61 / 8.10
E_LUMO (alpha / beta), eV: 0.862 / -0.673
Total energy, Eh: -863.70327
<S²>: 2.010

Structure (ORCA input):
```
! RIJCOSX wB97M-V def2-TZVPD def2/J DEFGRID3
* xyz 0 3
C 1.64446 -1.63077 2.39471
C 1.30381 -2.00069 1.10971
C 0.99497 -0.41808 2.74812
C 0.52620 -1.27284 0.21708
C 0.26222 0.37638 1.90012
C 0.00425 -0.03519 0.61009
C -1.87980 1.39850 -0.29447
C -0.70254 0.79065 -0.46841
C -0.05053 0.58687 -1.80045
N 1.13723 3.44154 -1.83011
Cl 0.66011 4.37700 -0.60116
H 2.19404 -2.24249 3.07506
H 1.70088 -2.93067 0.64242
H 1.27382 -0.10748 3.80954
H 0.13308 -1.75945 -0.74427
H -0.14290 1.34757 2.44975
H -2.36718 2.04887 -1.06785
H -2.23488 1.54831 0.72870
H -0.65369 -0.00674 -2.36244
H 0.98539 0.22095 -1.74900
H 0.06361 1.66789 -2.30861
*
```

Which formula does entry 3 have?
C9H10ClN